Molecular formula: C2H7NO2
Method: DFT, ωB97M-V with the def2-TZVPD basis set

Last columns: bonded neighbours and bond lengths (Å).
CARTESIAN COORDINATES (ANGSTROEM)
1 N 1.394 -0.548 1.162  C2 1.359, H4 1.095, H5 1.005
2 C 1.898 -1.457 2.038  N1 1.359, O3 1.210, H6 1.071
3 O 1.197 -2.055 2.823  C2 1.210
4 H 0.353 -0.213 1.223  N1 1.095
5 H 1.811 0.158 0.581  N1 1.005
6 H 2.936 -1.578 1.805  C2 1.071
7 C -1.850 0.999 -1.381  O8 1.385, H9 1.190, H10 1.095, H11 1.092
8 O -1.302 0.729 -2.624  C7 1.385, H12 0.965
9 H -1.191 1.713 -0.695  C7 1.190
10 H -2.876 1.369 -1.475  C7 1.095
11 H -2.027 0.066 -0.841  C7 1.092
12 H -0.341 0.817 -2.615  O8 0.965

SMILES string: NC=O.CO
Highest occupied orbital energy: -10.307 eV
Total charge: 0
Energy above the lowest of the compared OMol25 structures with the same formula, charge and spin: 1.937 eV
Frontier orbital gap: 10.69 eV
LUMO level: 0.38 eV
Maximum force: 4.86 eV/Å

***

Molecular formula: C14H19NO6
Method: DFT, ωB97M-V with the def2-TZVPD basis set

Last columns: bonded neighbours and bond lengths (Å).
CARTESIAN COORDINATES (ANGSTROEM)
1 C 2.152 -1.353 3.469  C2 1.486, H22 1.054, H23 1.073, H24 1.116
2 C 1.671 -1.498 2.070  C1 1.486, O3 1.454, H25 1.043, H26 1.047
3 O 0.226 -1.658 2.048  C2 1.454, C4 1.391
4 C -0.331 -0.713 1.192  O3 1.391, C5 1.389, C13 1.437
5 C -1.120 0.280 1.757  C4 1.389, N6 1.407, C7 1.371
6 N -1.396 0.333 3.136  C5 1.407, H27 1.022, H28 1.027
7 C -1.552 1.325 0.980  C5 1.371, C8 1.359, C20 1.450
8 C -1.098 1.492 -0.290  C7 1.359, C9 1.348, C17 1.430
9 C -0.409 0.513 -0.908  C8 1.348, O10 1.436, C13 1.427
10 O -0.286 0.717 -2.324  C9 1.436, C11 1.452
11 C 1.026 0.510 -2.911  O10 1.452, C12 1.579, H29 1.076, H30 1.144
12 C 1.971 1.595 -2.260  C11 1.579, H31 1.081, H32 1.066, H33 1.044
13 C 0.034 -0.641 -0.196  C4 1.437, C9 1.427, O14 1.393
14 O 0.749 -1.712 -0.726  C13 1.393, C15 1.438
15 C 0.020 -2.870 -1.164  O14 1.438, C16 1.469, H34 1.117, H35 1.071
16 C -1.122 -2.523 -2.020  C15 1.469, H36 1.112, H37 1.077, H38 1.101
17 C -1.734 2.637 -0.863  C8 1.430, O18 1.514, O19 1.487, H39 1.094
18 O -0.666 3.622 -1.289  C17 1.514, H40 1.004
19 O -2.414 3.306 0.278  C17 1.487, C20 1.285
20 C -2.340 2.505 1.279  C7 1.450, O19 1.285, O21 1.206
21 O -2.853 2.789 2.333  C20 1.206
22 H 3.139 -0.986 3.448  C1 1.054
23 H 1.702 -0.569 4.047  C1 1.073
24 H 2.004 -2.349 3.951  C1 1.116
25 H 2.083 -2.397 1.739  C2 1.043
26 H 1.925 -0.711 1.428  C2 1.047
27 H -2.083 1.037 3.414  N6 1.022
28 H -1.319 -0.578 3.604  N6 1.027
29 H 1.244 -0.532 -2.751  C11 1.076
30 H 1.024 0.629 -4.048  C11 1.144
31 H 2.214 1.355 -1.234  C12 1.081
32 H 2.872 1.462 -2.813  C12 1.066
33 H 1.784 2.618 -2.359  C12 1.044
34 H 0.586 -3.549 -1.847  C15 1.117
35 H -0.248 -3.553 -0.384  C15 1.071
36 H -0.704 -1.963 -2.884  C16 1.112
37 H -1.813 -1.985 -1.392  C16 1.077
38 H -1.543 -3.484 -2.352  C16 1.101
39 H -2.354 2.359 -1.720  C17 1.094
40 H -1.042 4.541 -1.437  O18 1.004

SMILES string: CCOc1c(N)c2c(c(OCC)c1OCC)[C@H](O)OC2=O
Highest occupied orbital energy: -8.061 eV
Total charge: 0
Energy above the lowest of the compared OMol25 structures with the same formula, charge and spin: 3.328 eV
Frontier orbital gap: 8.44 eV
LUMO level: 0.38 eV
Maximum force: 4.92 eV/Å